Below is C26H52InO56PS13 as an isolated structure at a distorted geometry, with properties calculated with ωB97M-V/def2-TZVPD.

* frontier orbital gap: 9.24 eV
* HOMO energy: -9.69 eV
* charge: 0

Structure (XYZ):
```
149
C26H52InO56PS13, DFT ωB97M-V/def2-TZVPD
In -2.78880 3.37421 0.87504
P -0.83956 0.96384 -0.82934
O 0.36816 0.28162 0.06638
O -0.99963 2.27749 -0.28115
O -1.23846 -0.13716 0.16365
O -0.89378 0.47377 -2.16272
C -1.09184 3.16654 -4.26426
C -0.43271 4.60397 -4.29126
O -0.90674 5.12225 -3.03556
S -2.41608 4.70591 -2.87040
O -3.36794 5.39571 -3.72955
O -2.72621 4.65957 -1.46892
O -2.19715 3.27419 -3.33861
H -0.52318 2.31804 -3.91624
H -1.44846 3.02293 -5.20838
H -0.75072 5.26492 -5.13737
H 0.66865 4.47699 -4.21654
C 5.17807 3.45828 1.24507
C 5.39943 2.09070 0.70790
O 4.52821 1.21145 1.48695
S 4.64278 1.77367 3.00873
O 5.87004 1.43715 3.61289
O 3.52806 1.39961 3.78937
O 4.70694 3.34263 2.63039
H 4.46600 3.88533 0.61243
H 6.03516 4.11250 1.36712
H 6.49639 1.78286 0.61063
H 4.99790 1.97890 -0.33085
C -7.31702 2.20388 -0.68072
C -7.41793 1.33080 -1.90060
O -6.13652 0.65823 -1.78007
S -5.05685 1.70882 -1.49848
O -4.85411 2.39063 -2.74410
O -3.94665 1.15154 -0.75737
O -5.90159 2.56216 -0.50079
H -7.54846 1.68949 0.18348
H -7.92728 3.13186 -0.64273
H -7.55946 1.84108 -2.87343
H -8.19203 0.53802 -1.71257
C -3.62007 -2.15401 0.34494
C -4.31802 -3.43228 0.88711
O -5.43290 -3.67480 -0.11137
S -5.70060 -2.58478 -1.11522
O -7.05150 -2.18459 -1.12529
O -5.05245 -2.87670 -2.38642
O -4.75558 -1.48543 -0.33323
H -2.71506 -2.20701 -0.24150
H -3.43974 -1.56521 1.29756
H -4.80460 -3.35798 1.87066
H -3.66920 -4.29382 0.78856
C 0.91302 -6.33327 3.29688
C -0.34537 -6.23249 2.44399
O -0.73896 -4.86128 2.50640
S -0.43319 -4.29047 3.91101
O -1.65373 -4.11904 4.65118
O 0.39017 -3.14994 3.86739
O 0.47390 -5.52360 4.45120
H 1.84047 -5.81228 2.89332
H 1.31298 -7.25755 3.57936
H -1.21955 -6.80827 2.78799
H -0.19000 -6.53474 1.43422
C -2.91880 1.01013 4.97804
C -1.94398 0.71181 3.84802
O -2.83689 0.80436 2.66610
S -4.37522 0.62052 3.02304
O -4.84890 -0.67218 2.58177
O -5.02830 1.81128 2.58375
O -4.19514 0.57225 4.57405
H -2.99307 2.08825 5.17873
H -2.73300 0.42408 5.86747
H -1.55915 -0.27986 3.73107
H -1.20010 1.54078 3.85960
C 1.57400 -0.71728 6.56420
C 2.65911 0.36837 6.74797
O 1.93021 1.62890 7.00674
S 0.38623 1.42917 6.96603
O -0.16761 2.23391 5.93282
O -0.12989 1.47835 8.29263
O 0.32504 -0.06282 6.38768
H 1.58230 -1.37496 7.37729
H 1.82912 -1.31599 5.69528
H 3.38593 0.49618 5.93670
H 3.20033 0.10349 7.71150
C 1.58266 -2.29817 1.21828
C 2.16713 -1.20025 2.21725
O 3.12717 -1.82253 2.98373
S 3.62948 -3.23492 2.42251
O 3.58688 -4.22031 3.43592
O 4.88215 -3.02078 1.74205
O 2.48781 -3.43147 1.39968
H 1.74255 -1.89343 0.18518
H 0.57400 -2.62468 1.37138
H 1.34541 -0.85199 2.86723
H 2.56154 -0.37244 1.67075
C -3.77747 -1.02564 -4.79536
C -3.26229 0.36643 -4.58071
O -2.02865 0.44728 -5.22803
S -1.45272 -0.96025 -5.70124
O -0.08648 -1.17387 -5.21580
O -1.77399 -1.06463 -7.07845
O -2.52631 -1.82392 -4.87411
H -4.38859 -1.22017 -5.68812
H -4.30111 -1.55635 -3.95617
H -3.13376 0.62830 -3.48660
H -3.94032 1.08351 -5.02377
C 0.82087 5.80449 -0.65847
C 1.85242 6.18196 0.36144
O 2.11954 4.93174 1.03010
S 1.00548 3.84383 0.93458
O 0.15333 3.82853 2.09268
O 1.62350 2.67536 0.42677
O 0.17774 4.63881 -0.15895
H 1.30745 5.41362 -1.58348
H 0.10371 6.56104 -0.85598
H 1.34446 6.80845 1.03988
H 2.85797 6.45599 -0.04002
C 7.04963 -2.48804 -0.48514
C 5.61413 -2.04732 -1.07163
O 5.97469 -1.52515 -2.39734
S 7.38916 -0.77034 -2.25031
O 7.17353 0.65691 -2.09806
O 8.20475 -1.22757 -3.29913
O 7.92550 -1.38872 -0.89912
H 7.29519 -3.33700 -1.01153
H 7.14483 -2.64507 0.60626
H 5.36109 -1.15233 -0.48164
H 4.79576 -2.73082 -1.18104
C -0.66038 -3.78470 -3.32985
C -1.32901 -2.69836 -2.52493
O -0.75167 -3.05338 -1.19627
S -0.67696 -4.58540 -0.99374
O -1.79742 -5.17425 -0.35570
O 0.59296 -4.94346 -0.45038
O -0.74835 -5.00637 -2.51049
H 0.40743 -3.54035 -3.45018
H -1.15931 -3.91405 -4.28290
H -2.45316 -2.66224 -2.53123
H -0.87315 -1.72982 -2.69178
C 3.13035 0.91215 -2.78497
C 2.29386 0.16683 -3.85209
O 1.87753 1.24339 -4.70698
S 3.04813 2.28209 -4.94840
O 2.49946 3.58722 -4.83987
O 3.77433 1.87899 -6.11232
O 3.80415 1.98135 -3.56356
H 3.87436 0.25560 -2.42146
H 2.42419 1.23984 -2.04575
H 1.42600 -0.18372 -3.33590
H 2.84794 -0.57308 -4.37399
```